[1]
6
Properties=species:S:1:pos:R:3:nbo_charge:R:1 method="wB97M-V/def2-TZVPD" s2=0.76 spin_multiplicity=2 homo_lumo_gap_ha="0.2776 / 0.2129" homo_energy_ev="-15.137 / -15.128" lumo_ev="-7.58 / -9.33" charge=+1 e_above_lowest_ev=1.107
Cd -22.703 -1.074 -24.761 1.4858
N -20.730 -0.212 -23.340 0.7193
O -20.919 -1.113 -23.899 -0.4290
O -19.996 0.639 -23.707 -0.1262
O -21.362 0.149 -22.354 -0.1210
Br -24.169 -2.201 -23.346 -0.5290


[2]
14
Properties=species:S:1:pos:R:3:nbo_charge:R:1 method="wB97M-V/def2-TZVPD" smiles=C[C@H]1S[C@@H]1CO spin_multiplicity=1 homo_lumo_gap_ha=0.3623 homo_energy_ev=-8.938 lumo_ev=0.92 e_above_lowest_ev=0.855
C 1.882 -0.872 -0.162 -0.6267
C 0.493 -0.481 -0.440 -0.2915
S -0.890 -1.666 -0.212 0.0229
C -0.441 -0.066 0.578 -0.2887
C -1.371 1.117 0.447 -0.0624
O -1.593 1.461 -0.840 -0.6996
H 2.175 -1.690 -0.828 0.2243
H 2.050 -1.309 0.826 0.2192
H 2.587 -0.019 -0.339 0.2223
H 0.311 0.161 -1.337 0.2375
H -0.090 -0.175 1.615 0.2211
H -0.854 1.962 0.954 0.1824
H -2.276 0.847 1.015 0.1659
H -1.983 0.731 -1.274 0.4731


[3]
24
Properties=species:S:1:pos:R:3:nbo_charge:R:1 method="wB97M-V/def2-TZVPD" smiles=O.O.O.O.O.O.O.O spin_multiplicity=1 homo_lumo_gap_ha=0.3666 homo_energy_ev=-10.229 lumo_ev=-0.25 e_above_lowest_ev=2.189
O 2.094 -2.329 0.834 -0.9564
H 2.810 -2.179 0.210 0.4845
H 2.504 -2.801 1.567 0.4760
O 1.012 2.260 -0.454 -0.9638
H 0.702 2.084 -1.349 0.4879
H 1.837 1.768 -0.387 0.4790
O -0.356 -0.434 -0.074 -0.9831
H -0.342 0.487 0.226 0.5006
H -0.008 -0.940 0.669 0.4968
O -2.205 2.929 -0.837 -0.9516
H -1.621 3.168 -0.108 0.4819
H -1.814 3.316 -1.625 0.4726
O -0.141 -4.004 2.001 -0.9402
H 0.396 -4.357 2.714 0.4597
H 0.432 -3.401 1.511 0.4772
O 0.543 -1.635 -2.498 -0.9568
H 0.351 -1.185 -1.658 0.4900
H 1.452 -1.415 -2.715 0.4509
O -0.158 2.164 2.217 -0.9540
H -0.499 2.875 2.767 0.4737
H 0.573 2.549 1.722 0.4803
O -2.743 0.138 -1.834 -0.9541
H -1.841 -0.010 -1.526 0.4724
H -2.978 0.952 -1.371 0.4764


[4]
116
Properties=species:S:1:pos:R:3:mulliken_charge:R:1 method="wB97M-V/def2-TZVPD" spin_multiplicity=1 homo_lumo_gap_ha=0.1452 homo_energy_ev=-0.215 lumo_ev=3.74 charge=-2
Na 0.428 -1.089 -0.381 0.7498
C -2.989 2.147 4.183 -1.4338
C -2.695 0.969 3.315 1.2742
C -3.609 0.154 2.762 -2.4513
C -2.905 -0.811 1.863 0.1284
N -1.452 -0.523 2.164 1.9146
N -1.380 0.650 3.036 -0.1614
B -0.184 1.644 2.967 -1.9300
N 1.172 0.884 2.902 -0.0646
N 1.570 0.117 1.855 1.5795
C 2.795 -0.299 2.140 -0.2372
C 3.214 0.201 3.390 -1.5303
C 2.150 0.950 3.838 0.7398
C 2.038 1.718 5.115 -1.5622
C 3.564 -1.164 1.228 1.2124
C 3.368 -1.134 -0.150 0.8670
C 4.110 -1.944 -0.994 -1.1782
C 5.068 -2.803 -0.473 -0.6699
C 5.269 -2.848 0.900 -0.6835
C 4.521 -2.037 1.740 -1.1094
N -0.257 2.726 1.856 0.2195
N -0.190 2.374 0.568 0.9505
C -0.392 3.457 -0.154 -0.3620
C -0.577 4.578 0.693 -1.5195
C -0.468 4.068 1.969 0.8297
C -0.461 4.812 3.267 -1.3118
C -0.436 3.303 -1.615 0.2334
C -0.913 4.234 -2.442 -0.9340
C -1.083 4.022 -3.911 -0.5967
C -1.009 2.209 -5.187 -0.8226
C -1.137 0.941 -4.328 -1.3347
C 0.087 1.986 -2.169 1.7544
C -3.327 -3.307 1.088 0.1779
C -2.341 -3.530 0.130 0.4470
C -2.571 -4.410 -0.913 -0.5967
C -3.771 -5.106 -0.994 -0.7245
C -4.739 -4.923 -0.019 -0.7359
C -4.514 -4.024 1.017 -0.3627
H -4.029 2.116 4.505 0.4858
H -2.827 3.067 3.618 0.1265
H -2.334 2.169 5.055 0.2235
H -4.677 0.208 2.905 0.3562
H -0.216 2.248 4.012 -0.1260
H 4.158 0.051 3.888 0.4762
H 2.945 1.566 5.702 0.3947
H 1.183 1.391 5.709 0.2674
H 1.918 2.788 4.936 0.1416
H 2.640 -0.448 -0.562 0.2174
H 3.928 -1.910 -2.061 0.4433
H 5.643 -3.444 -1.132 0.3709
H 5.994 -3.534 1.322 0.3354
H 4.647 -2.109 2.814 0.3797
H -0.731 5.612 0.425 0.4558
H -0.599 5.876 3.067 0.3830
H 0.488 4.687 3.792 0.1374
H -1.247 4.491 3.952 0.1635
H -1.280 5.170 -2.028 0.3202
H -1.342 4.978 -4.376 0.5971
H -1.147 2.037 -6.258 0.3764
H -1.152 -0.053 -4.754 0.3133
H 0.404 1.397 -1.316 -0.4929
H -1.396 -3.000 0.194 0.1866
H -1.807 -4.539 -1.671 0.5088
H -3.951 -5.786 -1.819 0.3658
H -5.677 -5.465 -0.071 0.3841
H -5.282 -3.857 1.766 0.3129
C -6.552 -2.181 -1.743 -1.5576
C -5.138 -1.669 -1.822 0.9037
C -4.403 -1.725 -2.995 -1.1222
C -3.090 -1.250 -3.020 0.2871
C -2.428 -0.670 -1.924 -0.3644
N -1.185 -0.055 -1.977 0.4285
C -1.002 1.096 -2.817 0.8000
C -2.236 1.654 -3.482 -0.7153
C -2.090 2.911 -4.342 -0.6868
C 0.021 3.316 -4.828 2.1726
C 0.315 4.189 -6.041 -1.9409
C 1.293 2.885 -4.186 -1.4349
C 1.311 2.289 -2.999 -0.4937
N 2.576 1.995 -2.398 0.6043
C 3.766 1.803 -3.017 -0.0125
C 4.724 1.730 -2.038 -1.2189
C 4.005 1.899 -0.836 -0.3320
N 2.715 2.058 -1.064 -0.4862
C -3.166 -0.764 -0.685 0.4197
C -4.499 -1.180 -0.687 -0.0936
N -2.622 -0.346 0.507 -0.1000
C -3.096 -2.325 2.216 0.3626
C -1.783 -2.649 2.903 -1.7270
C -0.878 -1.694 2.794 -0.0051
N -1.171 -0.332 0.770 -0.2086
H -7.030 -2.166 -2.725 0.4128
H -7.157 -1.573 -1.065 0.3760
H -6.586 -3.212 -1.371 0.1554
H -4.846 -2.134 -3.899 0.2595
H -2.548 -1.297 -3.956 0.0672
H -3.199 1.268 -3.180 0.4787
H -3.025 3.252 -4.789 0.2978
H -0.613 4.492 -6.533 0.5581
H 0.920 3.641 -6.772 0.4268
H 0.859 5.093 -5.751 0.4134
H 2.226 3.168 -4.666 0.4358
H 3.835 1.698 -4.087 0.4783
H 5.776 1.541 -2.168 0.4099
H 4.358 1.877 0.184 0.4750
H -5.047 -1.147 0.254 0.2470
H -3.941 -2.403 2.906 0.6607
H -1.558 -3.639 3.274 0.2980
H 0.180 -1.710 3.010 0.2555
C 1.345 -5.357 0.407 -1.2649
C 1.281 -3.929 0.969 0.8872
O 1.442 -3.774 2.194 -0.7517
O 1.045 -3.030 0.110 -0.7017
H 1.554 -6.082 1.193 0.3368
H 2.121 -5.406 -0.361 0.2633
H 0.394 -5.598 -0.075 0.1766


Sequential E_tot output: -82223.1973 -17159.5953 -16639.8213 -80294.8716 eV
Sequential F_max output: 0.327 0.045 0.007 0.014 Eh/bohr